No. 1
The following is a quantum chemistry calculation of 2 unconnected molecules or ions with the total composition C10H25BrN4O6S, from OMol25.

Structure (XYZ):
```
47
Properties=species:S:1:pos:R:3:forces:R:3:nbo_charge:R:1
N -3.01405 -1.88307 0.96451 -0.86 1.78 1.04 -0.644
O -1.05927 -1.05222 1.91105 0.88 2.71 -0.73 -0.654
H 7.76975 -0.45067 -1.24581 0.00 -0.03 0.03 0.181
O -0.20891 0.90832 3.39042 -0.45 -1.77 -5.66 -0.827
H -4.79366 2.16303 -3.34263 1.08 0.08 1.22 0.381
O 5.49133 -1.14163 1.14166 0.03 0.11 -0.58 -0.556
H -5.06623 0.06787 -1.75392 1.49 -0.26 -0.69 0.379
H -3.65351 -0.91819 -1.99801 -0.66 1.12 -0.13 0.377
H -3.75867 1.55731 0.08687 2.14 -0.17 -1.48 0.248
C 4.15132 -0.72042 0.91233 0.08 0.02 0.30 -0.256
O 1.45885 0.19114 1.61650 -6.11 -0.36 0.75 -0.823
H -3.62811 3.16901 -2.63681 -1.33 -1.15 0.14 0.362
H -6.45725 -1.29381 1.59629 1.78 -1.96 0.34 0.229
H 4.10764 0.12684 0.22188 -0.01 -0.06 0.00 0.177
C -1.85095 0.29641 0.03738 0.64 1.56 1.25 0.219
H -1.40066 1.84102 -2.77502 -1.25 -1.24 -0.77 0.366
C -3.32801 1.20306 -2.12468 -0.91 0.79 -0.93 0.436
C -4.45937 -1.68111 0.56178 -0.64 0.83 -0.44 -0.240
H 7.85423 -0.03637 0.47482 -0.18 -0.05 -0.02 0.176
H -5.88375 -3.16094 1.56167 0.49 2.19 0.71 0.230
H -5.11102 -1.85895 2.80836 -0.77 -0.57 -2.20 0.220
H -2.27604 2.53588 -0.58050 -0.66 -2.42 0.13 0.263
H 3.56315 -1.55307 0.51549 -0.10 0.06 -0.05 0.166
C 7.16840 -0.19798 -0.36647 -0.52 -0.04 -0.41 -0.089
C 6.43095 1.91818 0.40421 -0.03 -0.01 -0.19 -0.255
S -0.04288 0.31560 1.96961 4.05 1.07 2.92 2.312
H 6.10182 1.43854 1.32998 0.04 -0.01 -0.03 0.182
H 5.51878 -1.51172 -0.91721 0.06 0.14 0.06 0.176
H 6.79175 -2.27164 0.05286 0.03 0.02 -0.05 0.180
C -2.35758 -0.56674 1.33554 0.67 -1.74 0.29 0.178
N -2.22960 1.32916 -3.20174 0.07 -1.07 1.85 -0.872
C -5.54837 -2.05252 1.73157 -0.12 0.61 -0.79 -0.658
N -4.16867 -0.05845 -2.28706 1.00 1.23 0.61 -0.873
H 5.73303 2.72278 0.16086 0.08 -0.13 -0.09 0.190
H -3.02848 -2.51919 1.79355 0.41 0.94 -0.81 0.386
C 6.20745 -1.35497 -0.07861 0.32 0.22 0.63 -0.089
Br -0.84795 -0.97608 -1.12925 -0.97 0.57 0.04 0.062
N -4.29287 2.36732 -2.43707 1.42 -0.43 0.03 -0.867
O -0.72973 1.10393 0.62328 -0.64 -1.61 2.10 -0.688
H -4.60858 -0.54155 0.29426 0.32 -2.33 0.50 0.189
O 6.45397 1.00103 -0.68346 0.16 -0.15 0.45 -0.553
H -1.94185 0.37564 -3.53313 -0.12 1.35 0.64 0.383
H 7.42797 2.34937 0.54459 -0.02 0.02 0.12 0.164
H 3.72010 -0.41176 1.86817 0.19 -0.14 -0.17 0.205
H -4.61726 -2.28684 -0.44455 -0.01 1.15 2.25 0.210
H -2.79926 0.04599 2.22936 0.23 -0.68 -2.07 0.223
C -2.78793 1.47246 -0.60293 -1.32 -0.16 -0.07 -0.507
```
Positions in Å, forces in eV/Å.

Computed properties:
E: -4038.4621 Eh
HOMO energy: -8.903 eV
Kohn-Sham gap: 8.9561 eV
structure (SMILES): CCN[C@H]1OS(=O)(=O)O[C@]1(Br)CC(N)(N)N.COCCOC

***

No. 2
The following is a quantum chemistry calculation of 13 unconnected molecules or ions with the total composition C49H81Br2ClF2N12O5S, from OMol25.

Structure (XYZ):
```
153
Properties=species:S:1:pos:R:3:forces:R:3:mulliken_charge:R:1
C -5.85579 -2.44374 2.63039 -0.08 0.13 0.04 -1.351
H -2.56828 -1.34033 4.87846 -0.06 -0.09 0.02 0.509
H -1.71447 -2.73581 1.75473 -0.02 0.05 -0.04 -0.520
C 1.09222 7.78870 -1.29523 0.04 0.04 -0.05 -0.441
C -0.18687 3.33166 0.59084 0.06 0.33 0.13 -0.304
H 5.21164 -1.95179 0.26568 0.00 0.01 0.00 0.249
Cl -3.14234 -0.67456 -0.85058 -0.07 -0.05 0.03 -0.019
H 0.28531 -8.80523 -6.96663 -0.01 0.00 0.01 0.263
C -1.24161 2.50279 1.33071 0.15 -0.12 -0.11 -0.899
N -6.85446 3.19558 5.90870 0.15 -0.10 0.45 -0.469
H 3.58767 1.01126 -0.65940 -0.04 0.21 0.14 -0.632
H 4.06154 2.67868 -2.43818 -0.06 -0.15 -0.03 0.131
H -0.20675 -10.40281 -6.36805 0.00 0.01 0.00 0.326
C -2.27320 0.34568 8.82466 -0.07 0.47 0.02 0.331
H 0.63994 -2.75667 -2.91856 0.06 -0.13 0.13 0.277
H 1.32512 5.79053 -5.25378 0.06 0.09 0.05 0.229
C 1.54411 -5.88441 -4.66826 -0.40 0.19 -0.24 0.468
O 1.68962 7.33676 -2.49351 0.09 -0.38 0.00 -0.375
C -4.07460 4.40518 2.78934 0.34 0.35 -0.14 0.408
H -0.60254 -3.31703 -4.02833 0.05 0.02 0.08 0.561
O -1.44804 -0.22847 3.00450 -0.40 0.17 0.22 -0.533
C -2.62676 -2.00744 4.01657 -0.08 0.23 0.01 -2.211
C 5.86637 0.02975 0.09817 0.04 0.45 0.18 0.464
N 0.56276 -5.47638 -5.11103 0.36 -0.24 0.10 -0.454
C -5.12328 -2.18710 1.31602 -0.13 0.04 -0.09 -0.676
H -0.24608 -4.80831 6.54733 -0.01 0.00 0.03 0.309
H -5.39050 1.96643 8.41222 0.02 0.02 0.02 0.233
H -6.03444 -0.24045 -4.09528 0.00 0.00 0.00 0.252
H -0.51185 -8.95016 -5.39282 0.00 0.01 -0.01 0.261
C 9.78117 -1.10024 0.50101 -0.11 -0.43 0.18 0.356
H -5.45744 -1.84997 3.45342 0.03 -0.09 -0.04 0.244
C -3.71664 -2.78050 1.18040 0.12 -0.17 0.18 0.193
C -6.18147 3.09050 6.83672 -0.32 0.10 -0.36 0.457
C 1.32656 4.12655 -3.89451 -0.15 -0.08 0.23 -1.304
H 0.55538 6.97792 -0.78930 0.06 0.02 0.00 0.028
H -4.28410 3.15797 7.72900 0.00 -0.02 0.02 0.297
H 0.39729 8.61818 -1.47200 -0.06 -0.03 -0.07 0.322
H -1.36504 -5.24930 3.15599 -0.01 0.02 0.03 0.144
N 2.44610 4.08978 -7.14253 -0.30 0.01 -0.27 -0.397
H -5.08975 -1.11671 1.12213 0.07 -0.06 -0.05 0.262
H -5.88122 -0.38337 -5.85671 -0.01 -0.01 0.01 0.327
H -5.71522 -2.61864 0.50348 0.03 -0.03 0.06 0.527
H -0.99640 -1.29833 8.97678 -0.02 -0.03 -0.02 0.278
H -1.87127 1.45821 -0.39472 -0.17 0.01 0.05 1.245
C -2.54285 -1.13804 2.78601 0.13 0.05 -0.25 1.999
H 0.09879 1.18329 -0.86843 0.09 -0.17 0.00 0.054
C -1.26269 -2.59185 -0.64429 -0.24 0.10 0.05 -1.306
H 0.17673 7.19344 -3.87697 -0.09 -0.01 0.04 0.436
H 0.17244 5.95628 -2.61431 0.02 -0.08 -0.02 0.209
O 2.02422 4.11509 0.33642 -0.10 0.21 0.30 -0.303
N -2.99926 0.26894 -4.74633 -0.35 -0.12 -0.02 -0.398
C -0.82456 -0.12151 0.52438 0.09 0.18 -0.30 2.605
H 1.49874 3.49138 -4.76470 0.15 0.05 0.01 0.420
C 2.57015 1.14281 -2.52642 -0.21 0.17 0.06 -0.757
H 1.88750 8.14399 -0.63936 -0.01 -0.05 -0.07 0.255
C 3.12233 2.49704 -2.97415 -0.08 0.03 0.01 -1.107
N 9.65851 -2.15116 0.95339 0.01 0.35 -0.18 -0.411
C -1.68466 1.19336 0.64585 -0.03 -0.02 0.14 -3.503
F -3.63822 -0.29988 2.72950 0.09 0.04 0.15 -0.413
C 5.94593 -1.37053 -0.28993 0.01 -0.12 -0.03 -0.714
H -5.40530 -1.73655 -4.80996 0.00 0.00 0.01 0.225
H -2.70523 -1.63780 9.32791 0.03 0.00 -0.01 0.293
H 6.94078 -1.76003 -0.07439 -0.02 -0.02 0.02 0.202
C -0.27716 -5.17229 3.16689 -0.11 0.05 -0.03 0.486
N -3.24357 -4.65377 5.58288 0.37 -0.16 0.28 -0.418
H 2.66423 4.48320 -2.25774 -0.11 -0.01 0.10 0.200
C 0.82151 6.52980 -3.28602 0.07 0.47 0.11 -0.414
H -3.61636 -3.14620 0.15965 -0.06 0.05 0.03 0.147
H 2.62734 -6.78591 -3.12042 0.01 0.00 0.00 0.267
H -0.09645 -0.42224 -1.47224 -0.07 0.06 0.04 -0.271
N 4.67876 5.48384 0.83162 0.29 -0.11 -0.51 -0.577
H -5.62189 3.68953 8.76369 -0.01 0.00 0.00 0.296
H 2.06045 -0.29809 0.58680 -0.10 0.07 0.12 0.586
H 6.38614 5.54678 -1.83098 -0.02 0.01 0.00 0.369
C 9.90479 0.22900 -0.07879 0.01 0.11 -0.02 -0.697
H 2.88690 4.28721 0.73854 -0.19 0.02 0.08 0.090
C -4.07677 -0.12704 -4.82453 0.52 0.10 0.11 0.391
H -4.85306 2.51428 3.21827 -0.03 0.00 0.01 -0.033
O 0.34650 -1.70765 2.39996 0.40 -0.04 0.19 -0.664
H 1.61622 2.32792 1.27058 -0.08 0.04 0.12 0.420
C -2.44011 -1.96187 1.48599 0.19 -0.22 0.00 -0.458
H -2.63933 0.92973 1.08746 -0.05 0.00 -0.02 0.896
C 1.48017 -9.58617 -5.43797 0.43 -0.04 0.19 0.416
H -6.89849 -2.14211 2.50940 0.03 -0.05 0.00 0.465
C 0.17825 4.11575 -8.42485 -0.08 0.02 -0.01 -0.878
H 0.22805 4.80696 -9.26411 -0.01 0.00 0.00 0.315
C 2.78820 -6.41223 -4.13022 0.09 -0.07 0.04 -0.874
C 5.78566 4.74126 -1.41110 0.07 0.07 -0.07 -0.387
Br 0.50310 -3.18389 -0.09641 0.23 -0.14 0.05 -0.091
C 0.18354 -9.42843 -6.08021 -0.09 0.01 -0.02 -0.786
S -0.11289 -0.37478 2.16976 -0.29 -0.06 -0.48 1.288
C 1.44665 4.10906 -7.71157 0.44 -0.07 0.22 0.451
C 1.20244 3.33442 1.20373 0.27 -0.16 -0.36 -0.863
C -5.14494 3.56177 3.29878 0.05 -0.07 -0.11 -0.316
H 0.25605 4.04655 -3.67182 0.00 -0.08 -0.14 0.417
C 2.12232 3.62892 -2.67295 0.22 0.25 -0.29 1.944
C -2.27388 -5.04148 6.06697 -0.42 0.12 -0.23 0.584
H 0.02278 -4.33085 2.54551 0.04 0.08 0.00 -0.271
H -5.35875 3.78912 4.33880 0.04 0.03 -0.09 0.083
N -2.46672 1.47436 8.92655 0.00 -0.32 -0.03 -0.398
H 9.02546 0.82269 0.17020 0.01 0.00 0.00 0.198
H 5.01771 4.45626 -2.13103 0.03 0.10 0.09 -0.016
C 1.75449 -0.08833 -0.43665 -0.01 -0.19 -0.19 -0.926
H 6.42578 3.88200 -1.21676 -0.04 -0.02 0.03 0.219
C -0.30082 -3.30500 -2.97949 -0.31 0.09 -0.33 -1.747
H -2.15743 3.08563 1.33987 -0.11 0.06 -0.06 0.180
N 0.77867 -7.36695 2.24033 -0.14 0.30 0.14 -0.467
H -0.18064 -4.34259 -2.67383 0.10 0.11 0.09 0.468
H 2.02378 -0.97236 -1.02063 0.06 -0.07 0.16 0.511
H 1.44113 3.32614 -1.87956 0.11 0.02 -0.10 -1.488
C -1.38055 -2.58051 -2.19234 0.52 0.26 0.07 0.391
C -2.02335 -1.07983 8.68804 0.01 -0.11 0.00 -0.405
C -5.32088 2.97219 8.00285 0.07 -0.05 0.07 -0.788
C 1.60513 5.59606 -4.21601 -0.25 0.01 -0.06 -0.640
H -0.04096 3.11641 -8.79613 0.00 0.00 0.00 0.287
N 2.50902 -9.70093 -4.93515 -0.37 0.06 -0.18 -0.455
H -3.54454 -2.58714 4.04941 0.11 -0.02 -0.03 0.447
H 5.74495 -1.46910 -1.35583 -0.01 0.00 0.01 0.258
C -1.80728 -1.34303 0.18986 0.02 0.08 0.21 1.355
Br -3.07794 -3.43058 -2.66100 -0.24 -0.10 -0.16 -0.132
C -1.04198 -5.54304 6.66111 0.04 -0.06 0.07 -1.121
H -1.77066 -2.68192 4.02712 -0.04 0.04 0.03 0.229
H 3.55240 -5.63745 -4.11090 -0.03 0.02 -0.01 0.310
H -1.85174 -3.43856 -0.30732 0.02 0.07 -0.03 0.951
H 9.98882 0.15245 -1.16144 0.01 0.01 0.00 0.258
C -5.43140 -0.65204 -4.90269 -0.08 -0.03 -0.01 -0.767
O 0.69922 0.74191 2.50760 0.05 -0.34 0.28 -0.703
H 2.13759 2.03418 -0.66659 0.22 -0.08 0.35 -0.277
H 10.79142 0.72462 0.31200 -0.01 0.00 0.00 0.313
H -2.18239 -1.38149 7.65419 0.02 -0.03 0.00 -0.054
H -6.05114 3.72631 2.71866 -0.01 -0.02 0.02 0.318
H 3.36709 2.49692 -4.04071 -0.01 -0.03 0.03 0.542
H -0.98500 2.39134 2.38494 0.06 -0.16 -0.10 0.519
C 2.55527 1.08617 -0.99511 -0.13 -0.32 -0.51 0.794
N 5.80013 1.13769 0.40337 0.20 -0.36 -0.14 -0.475
H 0.06729 -4.99817 4.18525 0.01 0.02 -0.06 0.028
N -3.22734 5.07233 2.38666 -0.31 -0.20 0.14 -0.436
H -5.83885 -3.49683 2.90670 0.03 0.03 0.02 0.309
C 5.17071 5.17887 -0.16476 -0.29 0.00 0.49 0.530
C 0.23226 0.13637 -0.59368 0.10 0.03 -0.15 -0.472
H -1.43122 -1.56104 -2.56561 -0.31 -0.03 0.00 0.364
H -0.62054 4.42580 -7.75295 0.00 0.00 -0.01 0.269
H -0.49416 4.38270 0.57351 -0.11 -0.09 -0.02 0.457
H 1.15435 3.74553 2.21744 0.04 0.07 -0.03 0.477
F -3.61970 -3.93792 1.98841 -0.11 0.05 -0.11 -0.428
C 0.31224 -6.39799 2.64915 0.18 -0.38 -0.17 0.027
H -0.12964 3.02641 -0.45946 0.05 0.10 0.09 -0.151
H 3.12202 -7.23969 -4.75314 0.05 -0.01 0.06 0.309
H 2.66765 5.83323 -4.11935 -0.02 -0.06 -0.05 0.344
H -1.19518 -5.74373 7.72019 0.01 0.01 -0.01 0.362
H 3.14624 0.30854 -2.94014 -0.01 0.00 0.00 0.482
H 1.54288 1.05834 -2.90987 0.09 -0.12 -0.04 0.233
H -0.74379 -6.46792 6.16932 0.00 0.00 0.00 0.349
```
Positions in Å, forces in eV/Å.

Computed properties:
E: -9154.9369 Eh
HOMO energy: -8.989 eV
Kohn-Sham gap: 9.0276 eV